1.
Formula: C7H13F3OSSi
Source: OMol25
Level of theory: the ωB97M-V functional and the def2-TZVPD basis

Computed properties:
Highest occupied orbital energy ... -8.29 eV
Frontier orbital gap ... 8.56 eV
Relative energy (zero: lowest compared OMol25 entry of this formula, charge and spin) ... 0.0 kJ/mol
E_tot ... -36381.4288 eV

Element x y z (Å)
C1 -0.672 1.926 0.819
C2 -1.343 2.786 1.680
C3 -0.975 0.722 -2.643
C4 -1.311 -1.944 2.002
C5 -1.649 0.179 -1.368
C6 -0.140 -1.475 1.070
C7 3.708 -0.798 -0.476
O1 0.991 0.639 -0.431
F1 3.966 -0.320 0.743
F2 4.910 -1.197 -0.949
F3 2.919 -1.879 -0.414
Si1 -0.494 0.166 0.137
S1 0.596 2.306 -0.378
H1 -0.978 3.788 1.709
H2 3.397 -0.031 -1.166
H3 -2.180 2.474 2.260
H4 -1.621 1.502 -3.028
H5 0.037 1.214 -2.368
H6 -0.762 -0.012 -3.404
H7 -2.198 -2.057 1.400
H8 -0.944 -2.911 2.483
H9 -1.392 -1.192 2.931
H10 -2.154 -0.937 -1.360
H11 -2.412 0.884 -1.130
H12 -0.068 -2.215 0.290
H13 0.768 -1.620 1.590


2.
Formula: C7H13FNO
Source: OMol25
Level of theory: the ωB97M-V functional and the def2-TZVPD basis

Computed properties:
Highest occupied orbital energy ... -14.74 eV
Total charge ... +1
Frontier orbital gap ... 10.90 eV
SMILES ... C[N@H+]1CCC[C@@H]1[C@H](F)C=O
Relative energy (zero: lowest compared OMol25 entry of this formula, charge and spin) ... 52.5 kJ/mol
E_tot ... -13715.9871 eV

Element x y z (Å)
C1 -1.378 0.380 -2.436
C2 -0.336 -0.544 1.822
C3 -0.163 0.969 1.336
C4 -0.189 -1.371 0.523
C5 0.198 0.797 -0.173
C6 2.093 -0.619 0.184
C7 -1.312 1.135 -1.146
N1 0.724 -0.485 -0.323
O1 -0.569 -0.532 -2.642
F1 -2.405 0.785 -0.407
H1 -2.292 0.541 -3.161
H2 0.360 -0.997 2.547
H3 -1.235 -0.517 2.269
H4 -0.957 1.670 1.446
H5 0.721 1.403 1.860
H6 0.356 -2.292 0.862
H7 -1.110 -1.574 0.060
H8 0.886 1.663 -0.623
H9 2.390 -0.249 1.211
H10 2.347 -1.650 0.080
H11 2.663 -0.029 -0.591
H12 -1.351 2.226 -1.364
H13 0.559 -0.710 -1.333


3.
Formula: C7H13I2N2
Source: OMol25
Level of theory: the ωB97M-V functional and the def2-TZVPD basis

Computed properties:
Highest occupied orbital energy ... -12.99 eV
Total charge ... +1
Frontier orbital gap ... 8.57 eV
SMILES ... CC[C@]1(I)C[C@@](C)(I)[NH+]=CN1
Relative energy (zero: lowest compared OMol25 entry of this formula, charge and spin) ... 13.2 kJ/mol
E_tot ... -26643.7762 eV

Element x y z (Å)
C1 -0.545 0.449 -2.180
C2 -0.308 0.864 0.659
C3 0.927 0.800 -0.206
C4 -1.764 0.057 -0.036
C5 -2.203 -1.258 0.640
C6 2.454 -0.549 1.338
C7 1.764 -0.436 -0.049
N1 0.553 0.944 -1.620
N2 -1.554 0.002 -1.428
I1 2.304 2.515 0.231
I2 -3.369 1.631 0.298
H1 -0.638 0.588 -3.269
H2 -0.232 0.347 1.615
H3 -0.627 1.814 1.127
H4 -2.670 -1.065 1.583
H5 -1.345 -2.050 0.765
H6 -3.025 -1.744 0.172
H7 3.246 0.141 1.597
H8 2.777 -1.543 1.669
H9 1.711 -0.243 2.127
H10 1.041 -1.293 -0.106
H11 2.438 -0.540 -0.854
H12 1.376 1.142 -2.188
H13 -2.312 -0.573 -1.884


4.
Formula: C7H13N
Source: OMol25
Level of theory: the ωB97M-V functional and the def2-TZVPD basis

Computed properties:
Highest occupied orbital energy (spin up / spin down) ... -7.92 / -8.19 eV
Frontier orbital gap (spin up / spin down) ... 8.20 / 8.58 eV
Relative energy (zero: lowest compared OMol25 entry of this formula, charge and spin) ... 567.4 kJ/mol
E_tot ... -8954.0516 eV

Element x y z (Å)
C1 0.446 -1.653 -0.893
C2 0.588 0.413 -3.172
C3 0.128 -0.597 -0.330
C4 -1.693 -0.039 1.100
C5 0.076 1.679 0.732
C6 0.589 -0.477 1.941
C7 -0.236 0.141 0.884
N1 0.587 0.912 -2.034
H1 0.937 -1.557 -1.837
H2 0.538 -2.640 -0.531
H3 0.925 0.949 -4.034
H4 0.358 -0.711 -3.372
H5 -2.337 0.181 0.224
H6 -2.090 0.404 2.020
H7 -1.942 -1.119 1.092
H8 0.314 1.886 -0.368
H9 -0.860 2.240 0.916
H10 0.947 1.978 1.249
H11 0.521 -1.598 1.849
H12 0.642 -0.289 3.071
H13 1.561 -0.101 1.494


5.
Formula: C7H13N
Source: OMol25
Level of theory: the ωB97M-V functional and the def2-TZVPD basis

Computed properties:
Highest occupied orbital energy ... -8.35 eV
Frontier orbital gap ... 9.19 eV
SMILES ... [H]/N=C1/C[C@@H]1C(C)(C)C
Relative energy (zero: lowest compared OMol25 entry of this formula, charge and spin) ... 344.4 kJ/mol
E_tot ... -8956.3633 eV

Element x y z (Å)
C1 -1.642 -0.550 -1.103
C2 -0.831 0.306 -1.941
C3 -0.793 0.699 -0.487
C4 -0.208 -0.926 1.289
C5 1.052 1.415 1.122
C6 1.433 -0.449 -0.413
C7 0.376 0.228 0.443
N1 -2.438 -1.426 -0.995
H1 0.080 -0.039 -2.420
H2 -1.362 0.990 -2.571
H3 -1.288 1.661 -0.084
H4 0.680 -1.359 1.903
H5 -0.529 -1.691 0.726
H6 -0.965 -0.709 2.027
H7 2.038 1.154 1.715
H8 1.512 2.162 0.364
H9 0.485 1.963 1.938
H10 2.202 -0.724 0.409
H11 1.958 0.313 -1.116
H12 1.066 -1.499 -0.827
H13 -2.826 -1.520 0.023